DFT (ωB97M-V with the def2-TZVPD basis set) results for C5H2O3 as an isolated structure at a distorted geometry.

As for the HOMO energy (alpha / beta): -9.05 / -9.10 eV. Its total energy is -11353.00136 eV. As for the charge: 0. The value obtained for the energy above the lowest of the compared OMol25 structures with the same formula, charge and spin is 4.548 eV. The value obtained for the lowest unoccupied orbital energy (alpha / beta) is -1.9 / -1.9 eV. The calculation puts the molar mass at 110.07 g mol⁻¹. The value obtained for the frontier orbital gap (alpha / beta) is 7.17 / 7.21 eV.

```
10
C5H2O3 (ωB97M-V with the def2-TZVPD basis set)
C 1.030 0.149 -0.606
C -0.011 0.597 0.215
C 1.378 1.207 -1.374
C -0.044 1.929 -0.174
C 3.729 -0.459 0.525
O 3.923 -1.391 1.158
O 0.984 2.382 -0.976
O 3.489 0.457 -0.085
H 1.325 -0.902 -0.673
H -0.751 0.222 0.955
```

=====

DFT (ωB97M-V with the def2-TZVPD basis set) results for a single C6H10N2O molecule at a distorted geometry.

As for the HOMO energy: -8.60 eV. Its total energy is -11406.08400 eV. As for the charge: 0. The value obtained for the energy above the lowest of the compared OMol25 structures with the same formula, charge and spin is 6.004 eV. The value obtained for the lowest unoccupied orbital energy is 0.8 eV. The calculation puts the molar mass at 126.16 g mol⁻¹. The value obtained for the frontier orbital gap is 9.36 eV.

```
19
C6H10N2O (ωB97M-V with the def2-TZVPD basis set)
C -0.881 1.111 -1.201
C -0.691 -0.340 -0.320
C -0.713 2.420 -1.324
C -0.910 0.617 -2.725
C 1.360 -1.876 1.679
C -0.041 -1.333 1.626
N 0.643 0.985 1.169
N -0.128 -0.119 0.823
O -0.624 3.606 -1.425
H -1.470 -0.312 -2.676
H 0.081 0.423 -3.099
H -1.531 1.140 -3.316
H 1.945 -1.073 1.908
H 1.608 -2.838 2.124
H 1.565 -2.093 0.690
H -0.718 -2.109 1.303
H -0.420 -1.098 2.533
H 0.728 1.471 0.276
H 0.197 1.418 1.955
```

=====

DFT (ωB97M-V with the def2-TZVPD basis set) results for a single C6H7Cl molecule at a distorted geometry.

As for the HOMO energy: -8.20 eV. Its total energy is -18855.88790 eV. As for the charge: 0. The value obtained for the energy above the lowest of the compared OMol25 structures with the same formula, charge and spin is 1.173 eV. The value obtained for the lowest unoccupied orbital energy is 0.9 eV. Its SMILES is C=C1CC(C)=C1Cl. The calculation puts the molar mass at 114.57 g mol⁻¹. The value obtained for the frontier orbital gap is 9.07 eV.

```
14
C6H7Cl (ωB97M-V with the def2-TZVPD basis set)
C -0.690 1.977 1.822
C -0.458 1.155 0.812
C 0.523 0.010 0.585
C -0.195 -0.241 -0.725
C -0.087 -1.231 -1.806
C -1.068 0.900 -0.478
Cl -2.327 1.619 -1.363
H -0.106 1.943 2.725
H -1.482 2.704 1.772
H 0.460 -0.789 1.325
H 1.562 0.324 0.475
H -1.086 -1.542 -2.112
H 0.482 -2.101 -1.482
H 0.401 -0.800 -2.682
```

=====

DFT (ωB97M-V with the def2-TZVPD basis set) results for C32H37N7O4S2W as an isolated structure at a distorted geometry.

As for the HOMO energy: -12.74 eV. Its total energy is -75887.96746 eV. As for the charge: +2. The value obtained for the energy above the lowest of the compared OMol25 structures with the same formula, charge and spin is 0.097 eV. The value obtained for the lowest unoccupied orbital energy is -5.9 eV. The calculation puts the molar mass at 831.67 g mol⁻¹. The value obtained for the frontier orbital gap is 6.81 eV.

```
83
C32H37N7O4S2W (ωB97M-V with the def2-TZVPD basis set)
W -0.096 -0.101 -0.185
C -2.461 0.841 -2.202
C -1.473 1.986 -2.202
N -0.850 2.121 -0.866
C -1.636 2.940 0.067
C -2.781 2.149 0.674
S -2.206 0.483 1.123
C -3.460 -0.573 0.331
C -2.867 -1.224 -0.910
N -1.850 -0.342 -1.536
H -2.728 0.573 -3.222
H -3.386 1.096 -1.694
H -1.969 2.912 -2.498
H -0.681 1.783 -2.914
H 0.060 2.553 -0.984
H -2.027 3.829 -0.433
H -0.963 3.273 0.849
H -3.629 2.052 0.000
H -3.148 2.637 1.573
H -4.317 0.060 0.118
H -3.776 -1.323 1.049
H -3.646 -1.480 -1.627
H -2.357 -2.137 -0.633
H -1.462 -0.891 -2.300
O 1.900 -0.799 0.317
C 2.988 -0.643 -0.226
C 3.263 0.079 -1.414
C 4.607 0.173 -1.820
C 4.910 0.851 -2.954
C 3.914 1.447 -3.735
C 2.599 1.358 -3.356
C 2.235 0.675 -2.183
O 0.980 0.592 -1.872
N 6.323 0.957 -3.373
O 6.547 1.509 -4.425
O 7.153 0.464 -2.640
H 3.837 -1.114 0.279
H 5.401 -0.284 -1.240
H 4.207 1.973 -4.636
H 1.817 1.815 -3.952
C 0.642 -2.294 -2.522
N 0.157 -2.043 -1.138
C 0.222 -3.058 -0.316
C -0.076 -2.862 1.031
C -0.030 -3.687 2.151
C -0.365 -2.877 3.229
C -0.594 -1.598 2.721
N -0.436 -1.572 1.385
C -0.413 -2.107 -3.581
C -0.301 -1.081 -4.513
C -1.288 -0.890 -5.474
C -2.401 -1.720 -5.500
C -2.518 -2.753 -4.575
C -1.525 -2.947 -3.623
H 1.022 -3.313 -2.561
H 1.478 -1.636 -2.728
H 0.576 -4.025 -0.662
H 0.226 -4.738 2.162
H -0.460 -3.166 4.266
H -0.897 -0.734 3.276
H 0.576 -0.440 -4.494
H -1.179 -0.102 -6.211
H -3.167 -1.578 -6.253
H -3.370 -3.421 -4.614
H -1.611 -3.770 -2.916
N 2.232 1.603 3.636
C 1.061 1.601 3.022
S 1.078 1.697 1.290
N -0.044 1.609 3.748
C -0.097 1.479 5.182
C -0.637 2.510 5.934
C -0.718 2.369 7.312
C -0.247 1.214 7.922
C 0.297 0.189 7.158
C 0.366 0.312 5.778
H 3.074 1.611 3.083
H 2.298 1.703 4.640
H -0.909 1.750 3.250
H -0.981 3.417 5.447
H -1.141 3.167 7.909
H -0.305 1.111 8.999
H 0.660 -0.712 7.636
H 0.770 -0.489 5.165
```